A 2-piece molecular cluster, S2 overall. Source: the OMol25 dataset; level of theory: ωB97M-V with the def2-TZVPD basis set.

Element x y z (Å)
S (-0.78, 0.67, 1.13)
S (0.78, -0.67, -1.13)

Molecular weight: 64.134 g mol⁻¹
Largest force on an atom: 4.2 eV Å⁻¹
Relative energy (zero: lowest compared OMol25 entry of this formula, charge and spin): 130.7 kcal per mole
Frontier orbital gap: 4.972 eV

Want to see where the charge sits? The Löwdin charges in e are:
1 S 0.0000
2 S 0.0000